No. 1
# C4H6O2

C4H6O2 as an isolated structure in a non-equilibrium geometry (ωB97M-V/def2-TZVPD, OMol25).

Positions of all 12 atoms, in Å:
O (2.182, -0.265, 1.445)
C (1.915, 0.055, 0.356)
C (1.633, 0.239, -0.899)
C (-0.782, -0.686, 0.281)
C (-1.850, 0.276, 0.002)
O (-2.076, -1.120, -0.077)
H (2.789, 0.722, -0.546)
H (-0.034, -0.894, -0.481)
H (0.900, 0.957, -1.267)
H (-0.456, -0.873, 1.306)
H (-2.358, 0.774, 0.828)
H (-1.864, 0.816, -0.947)

Total energy = -306.32827 hartree
2S+1 = 1
Energy relative to the best compared isomer or geometry (same formula, charge and spin) = 111.7 kcal per mole
LUMO energy = 0.62 eV



No. 2
# C17H23F3N5O2Zn

C17H23F3N5O2Zn as an isolated structure (ωB97M-V/def2-TZVPD, OMol25).

Positions of all 51 atoms, in Å:
Zn (-0.153, -0.043, -0.173)
C (-1.289, 3.728, 1.940)
C (-0.879, 2.631, 1.008)
N (-0.107, 1.654, 1.251)
C (0.540, 1.364, 2.511)
C (0.234, -0.089, 2.897)
N (0.413, -1.021, 1.777)
C (1.720, -1.675, 1.627)
C (2.618, -0.968, 0.608)
N (1.890, -0.670, -0.633)
C (1.704, -1.815, -1.546)
C (0.856, -1.404, -2.773)
N (-0.006, -0.311, -2.386)
C (-0.692, 0.425, -3.151)
C (-0.871, 0.266, -4.627)
C (-1.347, 1.583, -2.442)
C (-2.199, 2.512, -3.021)
C (-2.673, 3.547, -2.226)
C (-2.281, 3.644, -0.898)
C (-1.425, 2.672, -0.397)
N (-1.002, 1.687, -1.169)
H (-0.822, 3.648, 2.915)
H (-2.373, 3.710, 2.068)
H (-1.025, 4.695, 1.508)
H (0.243, 2.015, 3.333)
H (1.616, 1.488, 2.360)
H (-0.812, -0.144, 3.199)
H (0.849, -0.368, 3.758)
H (-0.292, -1.743, 1.839)
H (1.540, -2.698, 1.295)
H (2.253, -1.731, 2.580)
H (3.501, -1.589, 0.427)
H (2.961, -0.016, 1.016)
H (2.376, 0.070, -1.129)
H (1.181, -2.595, -0.998)
H (2.666, -2.213, -1.879)
H (0.267, -2.267, -3.091)
H (1.498, -1.108, -3.607)
H (-0.297, -0.573, -5.010)
H (-0.571, 1.173, -5.154)
H (-1.926, 0.090, -4.848)
H (-2.490, 2.437, -4.059)
H (-3.345, 4.284, -2.646)
H (-2.637, 4.455, -0.279)
F (-4.107, -2.298, -1.111)
C (-3.416, -2.464, 0.031)
F (-3.110, -3.755, 0.147)
F (-4.209, -2.130, 1.049)
C (-2.151, -1.580, -0.018)
O (-2.251, -0.399, 0.384)
O (-1.101, -2.081, -0.475)

Net charge = +1
Total energy = -3164.70895 hartree
2S+1 = 1
Energy relative to the best compared isomer or geometry (same formula, charge and spin) = 1.2 kcal per mole
LUMO energy = -3.25 eV



No. 3
# C20H8F11N4O7PdS2

C20H8F11N4O7PdS2 as an isolated structure in a non-equilibrium geometry (ωB97M-V/def2-TZVPD, OMol25).

Positions of all 53 atoms, in Å:
Pd (0.107, 0.147, 0.256)
O (0.166, 4.294, 0.632)
C (-0.143, 3.176, 0.324)
N (0.688, 2.170, -0.086)
C (1.918, 2.504, -0.587)
O (2.215, 3.559, -1.081)
C (2.894, 1.363, -0.460)
C (4.200, 1.531, -0.901)
C (5.093, 0.492, -0.693)
C (4.661, -0.647, -0.032)
C (3.336, -0.725, 0.388)
N (2.480, 0.255, 0.141)
C (-1.579, 2.692, 0.379)
C (-2.577, 3.537, 0.846)
C (-3.872, 3.044, 0.871)
C (-4.124, 1.769, 0.391)
C (-3.067, 1.008, -0.103)
N (-1.837, 1.481, -0.079)
H (4.471, 2.458, -1.385)
H (6.117, 0.582, -1.026)
H (5.337, -1.463, 0.172)
H (2.963, -1.568, 0.957)
H (-2.314, 4.528, 1.181)
H (-4.675, 3.653, 1.260)
H (-5.116, 1.350, 0.407)
H (-3.211, 0.018, -0.516)
F (-0.078, -0.717, 5.030)
C (-0.848, -1.493, 4.281)
F (-2.114, -1.197, 4.519)
F (-0.630, -2.752, 4.601)
S (-0.504, -1.152, 2.464)
O (-1.347, -0.035, 2.111)
O (0.894, -0.856, 2.288)
N (-0.918, -2.508, 1.803)
S (-0.823, -2.570, 0.254)
O (-1.154, -3.808, -0.328)
O (-1.392, -1.394, -0.360)
C (-3.401, -3.379, 1.341)
F (-3.837, -2.493, 2.228)
F (-4.068, -3.266, 0.205)
F (-3.412, -4.600, 1.816)
F (2.378, -4.107, -4.992)
C (2.008, -3.687, -3.794)
C (2.056, -4.555, -2.702)
F (2.486, -5.792, -2.870)
C (1.663, -4.116, -1.437)
F (1.724, -4.927, -0.395)
C (1.233, -2.800, -1.256)
O (0.825, -2.340, -0.033)
C (1.197, -1.944, -2.356)
F (0.806, -0.656, -2.130)
C (1.580, -2.366, -3.624)
F (1.548, -1.539, -4.656)

Net charge = +1
Total energy = -3534.92475 hartree
2S+1 = 1
Energy relative to the best compared isomer or geometry (same formula, charge and spin) = 68.3 kcal per mole
LUMO energy (alpha / beta) = -8.67 / -8.82 eV



No. 4
# FH18O9

A 10-piece molecular cluster, FH18O9 overall in a non-equilibrium geometry (ωB97M-V/def2-TZVPD, OMol25).

Positions of all 28 atoms, in Å:
F (0.208, 0.015, 0.149)
O (-2.078, -0.890, 1.220)
H (-1.951, -1.744, 1.654)
H (-1.219, -0.559, 0.920)
O (-0.201, 2.627, -1.613)
H (0.482, 2.205, -1.124)
H (-0.599, 1.885, -2.141)
O (1.826, 1.951, 0.290)
H (1.331, 2.607, 0.743)
H (1.292, 1.116, 0.321)
O (-1.569, -1.994, -1.994)
H (-1.499, -1.100, -2.344)
H (-0.846, -2.270, -1.461)
O (0.092, -2.591, -0.033)
H (-0.391, -2.983, 0.668)
H (0.206, -1.613, -0.087)
O (2.369, -1.271, 1.242)
H (1.574, -0.844, 0.913)
H (2.709, -1.902, 0.595)
O (-1.938, 2.010, 0.225)
H (-1.141, 1.511, -0.011)
H (-2.164, 1.876, 1.178)
O (0.046, 0.665, 2.642)
H (-0.589, 1.373, 2.700)
H (0.218, 0.533, 1.725)
O (1.629, -0.339, -2.083)
H (0.928, -0.350, -1.446)
H (1.275, 0.075, -2.847)

Net charge = -1
Total energy = -787.90141 hartree
2S+1 = 1
Energy relative to the best compared isomer or geometry (same formula, charge and spin) = 21.2 kcal per mole
LUMO energy = 3.23 eV



No. 5
# C5H11NO2

C5H11NO2 as an isolated structure in a non-equilibrium geometry (ωB97M-V/def2-TZVPD, OMol25).

Positions of all 19 atoms, in Å:
C (0.725, 0.946, -1.547)
C (-1.334, -1.641, 2.146)
C (1.668, 1.959, -0.974)
N (0.449, -0.172, 0.500)
C (-0.298, -0.446, -0.523)
C (-1.015, -1.202, -1.320)
O (-0.264, -1.809, 1.281)
O (0.086, 0.897, 1.292)
H (0.800, 0.904, 1.948)
H (-0.188, 1.384, -1.945)
H (1.196, 0.282, -2.267)
H (-1.189, -2.226, 3.070)
H (-1.472, -0.591, 2.469)
H (-2.296, -1.951, 1.700)
H (-1.175, -0.925, -2.356)
H (-1.433, -2.125, -0.944)
H (1.186, 2.568, -0.206)
H (2.564, 1.494, -0.560)
H (1.988, 2.653, -1.763)

Total energy = -402.05982 hartree
2S+1 = 1
Energy relative to the best compared isomer or geometry (same formula, charge and spin) = 199.7 kcal per mole
LUMO energy (alpha / beta) = 0.11 / 0.12 eV



No. 6
# C31H28AsBrIKN10S

C31H28AsBrIKN10S as an isolated structure (ωB97M-V/def2-TZVPD, OMol25).

Positions of all 74 atoms, in Å:
K (0.046, 0.159, 0.443)
N (-2.734, -0.051, 2.799)
C (-2.070, 1.181, 2.746)
N (-1.548, 1.729, 3.836)
N (-1.058, 2.912, 3.424)
N (-1.252, 3.053, 2.152)
N (-1.918, 1.968, 1.678)
C (-2.386, -1.086, 1.921)
N (-2.318, -2.351, 2.331)
N (-1.990, -3.041, 1.227)
N (-1.867, -2.223, 0.224)
N (-2.126, -0.957, 0.624)
H (-2.730, -0.394, 3.746)
S (2.754, -0.157, 1.479)
C (4.298, -0.191, 0.688)
C (5.511, -0.303, 1.392)
C (6.726, -0.326, 0.725)
C (6.773, -0.251, -0.664)
C (5.585, -0.144, -1.378)
C (4.357, -0.095, -0.723)
As (2.586, -0.066, -1.546)
C (2.161, 1.850, -1.426)
C (2.672, 2.703, -0.451)
C (2.326, 4.049, -0.437)
C (1.480, 4.566, -1.408)
C (0.971, 3.728, -2.392)
C (1.298, 2.378, -2.392)
C (3.227, 0.057, -3.428)
C (3.894, 1.171, -3.941)
C (4.382, 1.179, -5.242)
C (4.209, 0.066, -6.058)
C (3.543, -1.048, -5.566)
C (3.060, -1.047, -4.261)
H (5.468, -0.378, 2.472)
H (7.648, -0.402, 1.293)
H (7.722, -0.285, -1.186)
H (5.624, -0.102, -2.458)
H (3.333, 2.310, 0.311)
H (2.717, 4.693, 0.343)
H (1.202, 5.614, -1.393)
H (0.308, 4.125, -3.150)
H (0.891, 1.721, -3.152)
H (4.030, 2.042, -3.311)
H (4.898, 2.053, -5.622)
H (4.592, 0.069, -7.073)
H (3.396, -1.915, -6.201)
H (2.533, -1.912, -3.876)
Br (-3.687, 5.700, -1.927)
C (-3.035, 4.444, -3.205)
C (-3.069, 4.844, -4.537)
C (-2.619, 3.981, -5.525)
C (-2.152, 2.723, -5.171)
C (-2.126, 2.343, -3.838)
C (-2.553, 3.196, -2.816)
I (-2.345, 2.561, -0.784)
H (-3.452, 5.824, -4.790)
H (-2.636, 4.296, -6.561)
H (-1.796, 2.037, -5.932)
H (-1.755, 1.359, -3.567)
C (-3.096, -2.404, -3.120)
C (-1.658, -2.786, -3.503)
C (-1.184, -4.005, -2.696)
C (-1.559, -3.066, -5.009)
C (-0.769, -1.640, -3.215)
N (-0.046, -0.751, -3.101)
H (-3.769, -3.224, -3.388)
H (-3.412, -1.498, -3.643)
H (-3.156, -2.233, -2.047)
H (-1.784, -4.876, -2.974)
H (-1.310, -3.811, -1.631)
H (-0.132, -4.219, -2.897)
H (-2.219, -3.900, -5.260)
H (-0.537, -3.331, -5.291)
H (-1.860, -2.192, -5.590)

Net charge = -2
Total energy = -7851.35166 hartree
2S+1 = 1
Energy relative to the best compared isomer or geometry (same formula, charge and spin) = 0.0 kcal per mole
LUMO energy = 3.83 eV



No. 7
# C37H36As2N2OPtS4

C37H36As2N2OPtS4 as an isolated structure in a non-equilibrium geometry (ωB97M-V/def2-TZVPD, OMol25).

Positions of all 83 atoms, in Å:
Pt (-0.545, -0.107, -0.202)
C (-2.112, 2.665, 2.099)
C (-2.444, 2.844, 0.621)
As (-2.580, 1.120, -0.337)
C (-3.636, 1.677, -1.867)
C (-3.377, 2.875, -2.526)
C (-4.142, 3.249, -3.620)
C (-5.173, 2.433, -4.062)
C (-5.434, 1.237, -3.409)
C (-4.659, 0.853, -2.328)
C (-3.936, 0.273, 0.774)
C (-5.253, 0.720, 0.835)
C (-6.163, 0.093, 1.670)
C (-5.761, -0.965, 2.472)
C (-4.447, -1.408, 2.427)
C (-3.542, -0.795, 1.572)
As (-0.769, 1.238, 2.416)
C (-0.812, 1.293, 4.387)
C (-0.941, 0.063, 5.028)
C (-0.993, -0.021, 6.411)
C (-0.918, 1.136, 7.172)
C (-0.795, 2.368, 6.546)
C (-0.745, 2.447, 5.162)
C (0.840, 2.285, 2.066)
C (1.772, 2.585, 3.054)
C (2.913, 3.315, 2.751)
C (3.131, 3.758, 1.456)
C (2.224, 3.436, 0.457)
C (1.094, 2.692, 0.757)
H (-3.012, 2.367, 2.645)
H (-1.768, 3.608, 2.529)
H (-1.673, 3.447, 0.135)
H (-3.392, 3.373, 0.487)
H (-2.573, 3.517, -2.186)
H (-3.931, 4.177, -4.135)
H (-5.764, 2.724, -4.920)
H (-6.241, 0.600, -3.748)
H (-4.849, -0.087, -1.822)
H (-5.572, 1.552, 0.217)
H (-7.188, 0.437, 1.700)
H (-6.473, -1.438, 3.136)
H (-4.133, -2.234, 3.052)
H (-2.521, -1.150, 1.488)
H (-1.002, -0.834, 4.417)
H (-1.096, -0.984, 6.896)
H (-0.957, 1.077, 8.252)
H (-0.738, 3.270, 7.142)
H (-0.643, 3.415, 4.684)
H (1.610, 2.235, 4.067)
H (3.635, 3.532, 3.528)
H (4.015, 4.338, 1.222)
H (2.406, 3.754, -0.561)
H (0.425, 2.394, -0.043)
S (-0.286, 0.485, -2.758)
S (0.104, -1.184, -3.738)
S (2.161, -1.769, -3.129)
S (2.750, -0.423, -1.872)
C (1.162, -4.796, 3.136)
N (0.999, -3.356, 3.146)
N (0.782, -2.710, 1.936)
C (1.336, -1.430, 2.002)
O (1.267, -0.584, 1.108)
C (1.938, -1.339, 3.297)
C (1.755, -2.526, 3.929)
C (2.240, -2.956, 5.266)
C (-0.353, -3.017, 1.152)
C (-0.356, -2.659, -0.203)
C (-1.472, -2.988, -0.980)
C (-2.566, -3.614, -0.410)
C (-2.560, -3.939, 0.940)
C (-1.463, -3.633, 1.726)
H (0.440, -5.240, 2.455)
H (0.986, -5.174, 4.141)
H (2.167, -5.088, 2.812)
H (2.446, -0.463, 3.662)
H (2.794, -2.139, 5.723)
H (2.899, -3.821, 5.185)
H (1.407, -3.221, 5.919)
H (0.579, -2.400, -0.681)
H (-1.447, -2.800, -2.044)
H (-3.414, -3.885, -1.023)
H (-3.412, -4.434, 1.387)
H (-1.461, -3.873, 2.782)

Total energy = -7799.85269 hartree
⟨S²⟩ = 2.01
2S+1 = 3
Energy relative to the best compared isomer or geometry (same formula, charge and spin) = 44.0 kcal per mole
LUMO energy (alpha / beta) = 0.25 / -0.69 eV



No. 8
# C30H84N5O16PS2

A 9-piece molecular cluster, C30H84N5O16PS2 overall in a non-equilibrium geometry (ωB97M-V/def2-TZVPD, OMol25).

Positions of all 138 atoms, in Å:
C (3.720, -2.481, -1.718)
C (2.790, -3.498, -1.084)
C (3.288, -4.107, 0.183)
O (2.403, -5.126, 0.569)
C (2.926, -5.949, 1.606)
N (1.466, -2.792, -0.807)
H (1.638, -1.794, -0.468)
H (0.937, -2.725, -1.667)
H (0.885, -3.239, -0.070)
H (3.609, -1.510, -1.216)
H (3.450, -2.202, -2.743)
H (4.762, -2.787, -1.703)
H (2.470, -4.239, -1.820)
H (3.321, -3.321, 0.964)
H (4.318, -4.461, 0.050)
H (3.876, -6.387, 1.289)
H (2.203, -6.740, 1.753)
H (3.077, -5.356, 2.512)
C (1.578, -1.938, 2.816)
C (0.602, -1.323, 3.792)
C (1.270, -0.646, 4.951)
O (0.318, 0.059, 5.676)
C (0.910, 0.843, 6.706)
N (-0.270, -0.369, 3.060)
H (-1.186, -0.218, 3.501)
H (0.064, 0.597, 2.815)
H (-0.428, -0.639, 2.050)
H (2.309, -2.539, 3.371)
H (2.164, -1.178, 2.292)
H (1.078, -2.615, 2.128)
H (-0.082, -2.086, 4.169)
H (2.075, 0.007, 4.565)
H (1.719, -1.409, 5.600)
H (1.504, 0.216, 7.393)
H (0.108, 1.290, 7.279)
H (1.640, 1.554, 6.300)
C (4.323, 1.299, -2.896)
C (2.943, 1.806, -3.164)
C (2.740, 2.418, -4.504)
O (1.391, 2.874, -4.538)
C (1.063, 3.448, -5.789)
N (1.931, 0.744, -2.942)
H (0.974, 1.162, -2.863)
H (1.866, 0.094, -3.727)
H (1.998, 0.302, -1.964)
H (4.370, 0.857, -1.898)
H (5.005, 2.144, -2.954)
H (4.639, 0.506, -3.578)
H (2.695, 2.567, -2.421)
H (2.886, 1.695, -5.329)
H (3.403, 3.274, -4.679)
H (1.177, 2.673, -6.560)
H (1.775, 4.236, -6.045)
H (0.041, 3.790, -5.723)
C (-2.742, -0.011, -4.123)
C (-3.013, -0.907, -2.950)
C (-3.554, -2.271, -3.345)
O (-4.104, -2.894, -2.237)
C (-4.608, -4.181, -2.536)
N (-1.770, -1.076, -2.171)
H (-1.337, -0.158, -1.866)
H (-1.784, -1.608, -1.283)
H (-1.001, -1.502, -2.695)
H (-2.251, 0.916, -3.823)
H (-3.647, 0.228, -4.669)
H (-2.041, -0.526, -4.793)
H (-3.731, -0.453, -2.264)
H (-2.764, -2.861, -3.849)
H (-4.296, -2.080, -4.141)
H (-5.522, -4.100, -3.133)
H (-4.836, -4.676, -1.598)
H (-3.880, -4.770, -3.102)
C (2.539, 4.328, 1.529)
C (3.270, 3.296, 0.701)
C (4.749, 3.542, 0.555)
O (5.278, 2.468, -0.194)
C (6.576, 2.737, -0.664)
N (3.034, 1.946, 1.285)
H (1.978, 1.746, 1.288)
H (3.417, 1.245, 0.641)
H (3.439, 1.851, 2.215)
H (3.037, 4.455, 2.493)
H (1.505, 4.012, 1.663)
H (2.497, 5.294, 1.032)
H (2.816, 3.261, -0.292)
H (5.264, 3.610, 1.526)
H (4.912, 4.495, 0.039)
H (7.312, 2.747, 0.153)
H (6.629, 3.715, -1.150)
H (6.892, 1.946, -1.338)
P (0.371, 0.502, -0.107)
O (0.441, 1.448, 1.110)
O (-0.178, 1.144, -1.400)
O (-0.524, -0.701, 0.285)
O (1.832, -0.060, -0.362)
C (-2.406, -5.471, 2.307)
C (-3.179, -4.374, 1.560)
C (-2.088, -3.300, 1.357)
O (-0.826, -3.963, 1.460)
C (-1.024, -5.353, 1.701)
H (-2.838, -6.467, 2.272)
H (-2.367, -5.173, 3.361)
H (-3.983, -3.973, 2.169)
H (-3.494, -4.767, 0.592)
H (-2.160, -2.477, 2.067)
H (-2.270, -2.865, 0.365)
H (-0.236, -5.730, 2.354)
H (-0.937, -5.937, 0.771)
O (-5.229, 0.963, 2.609)
S (-4.211, 0.087, 2.166)
O (-3.294, -0.511, 3.066)
O (-4.849, -1.076, 1.319)
C (-6.261, -0.980, 1.013)
C (-6.565, -1.875, -0.163)
C (-3.255, 0.891, 0.896)
H (-6.472, 0.030, 0.668)
H (-6.854, -1.252, 1.879)
H (-6.176, -1.425, -1.081)
H (-7.640, -2.012, -0.273)
H (-6.140, -2.881, -0.151)
H (-2.884, 0.089, 0.269)
H (-2.410, 1.395, 1.358)
H (-3.927, 1.601, 0.425)
O (0.045, 6.320, -1.531)
S (-0.611, 5.782, -0.394)
O (-0.168, 6.129, 0.914)
O (-2.134, 6.181, -0.600)
C (-3.079, 5.804, 0.415)
C (-3.128, 6.780, 1.563)
C (-0.658, 4.022, -0.471)
H (-2.932, 4.780, 0.773)
H (-4.076, 5.794, -0.027)
H (-4.008, 6.696, 2.198)
H (-3.165, 7.805, 1.173)
H (-2.223, 6.802, 2.170)
H (-0.902, 3.638, 0.512)
H (0.356, 3.693, -0.689)
H (-1.283, 3.699, -1.294)

Net charge = +2
Total energy = -3808.40589 hartree
2S+1 = 1
LUMO energy = -4.98 eV